{"formula": "C24H18BF4N2PPd", "method": "ωB97M-V/def2-TZVPD", "multiplicity": 1, "e_tot_ha": -1928.65472, "homo_ev": -8.9094, "symbols": ["Pd", "C", "C", "C", "C", "C", "C", "P", "C", "C", "C", "C", "C", "C", "C", "C", "C", "C", "C", "C", "H", "H", "H", "H", "H", "H", "H", "H", "H", "H", "H", "H", "H", "H", "N", "C", "C", "C", "C", "N", "C", "C", "H", "H", "H", "H", "F", "B", "F", "F", "F"], "coordinates": [[-0.3508, 0.0936, -0.4494], [-0.5598, -6.1293, -2.2190], [0.1620, -5.4273, -1.2630], [0.0387, -4.0501, -1.1757], [-0.8001, -3.3751, -2.0600], [-1.5329, -4.0794, -3.0108], [-1.4082, -5.4582, -3.0886], [-0.8605, -1.5783, -1.9614], [-2.4092, -1.0604, -2.7278], [-3.6018, -1.3544, -2.0664], [-4.8041, -0.8716, -2.5552], [-4.8221, -0.0822, -3.6991], [-3.6367, 0.2143, -4.3568], [-2.4303, -0.2726, -3.8731], [0.4934, -0.8328, -2.8788], [1.2330, -1.1361, -4.0114], [2.3353, -0.3401, -4.2940], [2.6966, 0.6933, -3.4319], [1.9699, 0.9686, -2.2753], [0.8381, 0.2104, -2.0124], [-0.4687, -7.2059, -2.2799], [0.8110, -5.9534, -0.5759], [0.5772, -3.4964, -0.4147], [-2.1985, -3.5533, -3.6841], [-1.9766, -6.0090, -3.8264], [-3.5872, -1.9513, -1.1613], [-5.7260, -1.1017, -2.0379], [-5.7605, 0.3040, -4.0752], [-3.6490, 0.8252, -5.2498], [-1.5055, -0.0376, -4.3858], [0.9717, -1.9776, -4.6417], [2.9369, -0.5385, -5.1710], [3.5785, 1.2812, -3.6546], [2.3144, 1.7347, -1.5910], [-2.4485, 7.1838, 0.3838], [-2.0300, 6.1185, 0.2970], [-1.5055, 4.7777, 0.1868], [-0.6419, 4.4472, -0.8490], [-0.1785, 3.1496, -0.9290], [-0.5200, 2.1994, -0.0514], [-1.3416, 2.5296, 0.9573], [-1.8581, 3.8043, 1.1092], [-0.3404, 5.1800, -1.5828], [0.4797, 2.8505, -1.7327], [-1.5727, 1.7490, 1.6616], [-2.5198, 4.0254, 1.9332], [0.0711, -1.8408, 1.8046], [-0.8217, -0.9288, 2.3504], [-1.6974, -0.4783, 1.2087], [-1.6437, -1.4762, 3.2953], [-0.1540, 0.2088, 2.8039]]}